Record 1
The following is a DFT calculation (the ωB97M-V functional and the def2-TZVPD basis) of a structure of composition C46H38O2P.

The HOMO energy is -10.916 eV. The HOMO-LUMO gap is 6.63 eV. Its charge is +1.

Geometry as XYZ:
```
87
Properties=species:S:1:pos:R:3:forces:R:3
C 0.1011 -3.6580 3.3931 -0.047 0.165 -0.192
C -0.3603 -3.4723 2.0877 -0.003 0.179 -0.021
C -0.6276 -2.1879 1.6070 0.141 0.122 0.485
C -0.4103 -1.0795 2.4442 0.268 -0.405 0.163
P -0.7897 0.5851 1.8653 0.437 -0.551 -0.186
C -1.9915 1.3459 2.9785 -0.625 0.192 -0.077
C -2.6241 2.5386 2.5876 -0.006 0.004 0.346
C -3.5371 3.1519 3.4485 0.306 -0.167 -0.177
C -3.8148 2.5865 4.6933 0.151 -0.081 -0.105
C -3.1990 1.3969 5.0766 0.240 -0.020 -0.217
C -2.2964 0.7668 4.2175 -0.075 0.153 -0.101
C 0.7207 1.5329 2.2103 0.632 0.140 -0.210
C 0.6484 2.9331 2.2931 0.266 -0.195 -0.005
C 1.8075 3.6784 2.5217 -0.135 -0.120 -0.095
C 3.0452 3.0389 2.6406 -0.209 -0.168 -0.058
C 3.1232 1.6461 2.5745 -0.252 -0.024 0.020
C 1.9649 0.8918 2.3775 -0.183 0.214 -0.084
C -1.3780 0.5331 0.2129 -0.379 -0.400 0.893
C -2.7626 0.8222 -0.1272 -0.817 1.178 -2.438
O -3.0562 1.4531 -1.1735 0.668 -1.199 1.740
C -3.9049 0.3855 0.7629 -0.370 -0.286 -0.180
C -3.9014 -0.7615 1.5697 0.306 0.326 0.144
C -4.9152 -0.9580 2.5119 0.055 0.002 -0.310
C -5.9889 -0.0687 2.5731 0.150 -0.022 -0.001
C -6.0766 0.9869 1.6627 0.227 -0.151 -0.282
C -5.0579 1.1858 0.7329 0.140 0.223 0.287
C 0.1212 -1.2655 3.7350 -0.136 -0.338 -0.117
C 0.3481 -2.5562 4.2144 -0.007 0.246 -0.082
H 0.2778 -4.6636 3.7667 -0.015 0.181 -0.074
H -0.5231 -4.3222 1.4268 0.039 0.130 0.237
H -1.0143 -2.0431 0.5952 0.128 -0.030 0.347
H -2.4084 2.9876 1.6128 -0.176 -0.195 0.299
H -4.0259 4.0702 3.1291 0.071 -0.194 0.134
H -4.5150 3.0733 5.3639 0.050 -0.058 -0.083
H -3.4085 0.9414 6.0430 -0.031 0.148 -0.221
H -1.8501 -0.1843 4.5063 -0.228 0.327 -0.052
H -0.3175 3.4295 2.1927 0.391 -0.039 0.046
H 1.7310 4.7633 2.6004 0.097 -0.304 -0.039
H 3.9519 3.6209 2.7811 -0.176 -0.052 0.031
H 4.0824 1.1326 2.6712 -0.286 0.227 0.020
H 2.0309 -0.1970 2.3289 0.001 0.371 -0.031
H -0.7410 0.0940 -0.6653 -0.615 -0.757 1.016
H -3.0824 -1.4840 1.4856 -0.292 0.376 0.184
H -4.8429 -1.8003 3.2030 -0.156 0.205 -0.270
H -6.7634 -0.2092 3.3230 0.114 0.031 -0.122
H -6.9214 1.6738 1.6705 0.107 -0.261 0.043
H -5.1194 2.0004 0.0050 0.138 -0.253 0.353
H 0.3449 -0.4028 4.3696 -0.064 -0.318 -0.219
H 0.7211 -2.6872 5.2312 -0.080 -0.037 -0.324
C -3.2483 1.0379 -6.3843 -0.269 0.021 -0.419
C -2.3618 0.9160 -5.1892 0.223 -0.080 0.260
C -1.8694 2.0921 -4.6076 0.499 -0.164 0.191
C -1.0748 2.0414 -3.4709 -0.164 -0.146 0.435
C -0.7638 0.8058 -2.8731 -0.825 -0.504 0.487
C 0.0196 0.7364 -1.5992 2.045 2.980 -2.972
C 1.3524 0.0665 -1.7222 -0.254 -0.736 0.961
C 1.6991 -0.8799 -2.7038 -0.055 -0.424 0.039
C 2.8688 -1.6357 -2.6168 -0.103 0.535 0.085
C 3.6965 -1.4724 -1.5023 0.580 -0.502 0.383
O 4.7798 -2.2884 -1.2014 -0.555 0.550 -0.344
C 5.7319 -2.5845 -2.1833 0.226 0.051 -0.287
C 7.0349 -2.1240 -1.9475 -0.623 -0.118 -0.226
C 8.0158 -2.3724 -2.9006 0.087 -0.159 -0.018
C 7.7155 -3.1034 -4.0555 -0.116 0.065 0.034
C 6.4146 -3.5693 -4.2637 0.111 -0.029 0.024
C 5.4122 -3.3236 -3.3253 0.257 0.231 0.314
C 3.4329 -0.4672 -0.5622 -0.064 0.207 -0.506
C 2.3266 0.3422 -0.7428 -0.300 -0.156 0.406
C -1.2479 -0.3722 -3.4644 -0.145 0.147 -0.016
C -2.0344 -0.3230 -4.6171 0.351 0.166 0.170
H -3.2215 0.1583 -7.0334 0.003 0.046 0.185
H -4.2871 1.1945 -6.0678 0.138 -0.083 -0.049
H -2.9685 1.9056 -6.9904 -0.030 -0.132 0.104
H -2.0911 3.0552 -5.0734 0.023 -0.306 0.200
H -0.7258 2.9598 -2.9973 -0.095 -0.190 -0.166
H 0.1666 1.7380 -1.1874 -0.165 -0.275 -0.027
H 1.0527 -1.0512 -3.5586 0.111 0.053 0.188
H 3.1326 -2.3232 -3.4134 -0.228 0.216 0.256
H 7.2383 -1.5661 -1.0333 -0.025 -0.142 -0.277
H 9.0262 -1.9940 -2.7285 -0.313 -0.185 -0.114
H 8.4984 -3.3091 -4.7902 -0.320 0.096 0.257
H 6.1612 -4.1383 -5.1605 0.179 0.163 0.266
H 4.3999 -3.6977 -3.4684 0.446 -0.069 0.025
H 4.1264 -0.3093 0.2595 -0.071 -0.003 -0.215
H 2.1705 1.1965 -0.0893 -0.029 -0.261 0.048
H -1.0166 -1.3285 -2.9844 -0.229 0.258 -0.252
H -2.3567 -1.2579 -5.0821 -0.062 0.365 0.154
```
Forces are in eV/Å.


Record 2
The following is a DFT calculation (the ωB97M-V functional and the def2-TZVPD basis) of a structure of composition C46H39ClN5O2P2Ti.

The HOMO energy (alpha / beta) is -7.633 / -7.722 eV. The HOMO-LUMO gap (alpha / beta) is 5.38 / 5.37 eV. The value obtained for the energy relative to the best compared isomer or geometry (same formula, charge and spin) is 13.3 kcal/mol. Its charge is +1.

Geometry as XYZ:
```
96
Properties=species:S:1:pos:R:3:forces:R:3
Ti -0.1097 -1.7484 -0.9060 0.835 0.017 0.288
N -1.5847 1.5860 -3.4379 -0.092 -0.149 0.159
C -1.4991 0.5796 -2.5597 0.115 0.023 -0.020
N -0.4310 -0.1303 -2.3707 -0.277 0.031 0.106
C 0.7073 0.1063 -3.1459 0.003 -0.013 -0.099
N 1.6949 -0.7001 -3.0309 -0.247 0.201 -0.029
N 1.4022 -1.7086 -2.1289 0.415 -0.049 -0.299
C 2.2794 -2.7403 -2.2074 -0.078 0.032 0.110
C 2.0422 -3.7526 -1.3000 0.174 -0.526 -0.138
C 2.8235 -4.9478 -1.2004 0.006 0.261 0.041
C 2.5753 -5.8367 -0.2089 -0.070 -0.016 0.076
C 1.5238 -5.5739 0.7118 0.050 -0.045 -0.037
C 0.7597 -4.4651 0.5225 -0.038 0.126 -0.039
N 0.9587 -3.5729 -0.4817 -0.355 0.331 -0.131
C 0.7002 1.2540 -4.0457 0.275 0.053 -0.096
C 1.8259 1.6345 -4.7815 -0.058 0.009 0.022
C 1.7654 2.7206 -5.6286 -0.006 0.011 -0.013
C 0.5801 3.4464 -5.7571 0.013 0.002 -0.004
C -0.5426 3.0865 -5.0398 0.038 -0.074 0.046
C -0.4733 1.9876 -4.1865 0.022 0.102 -0.091
H -2.4576 2.0792 -3.5319 0.014 0.010 -0.004
H -2.3799 0.3608 -1.9695 -0.027 0.019 -0.013
H 3.0579 -2.7358 -2.9538 0.007 0.000 0.006
H 3.6179 -5.1047 -1.9177 0.011 0.002 0.008
H 3.1658 -6.7386 -0.1177 -0.004 -0.005 0.000
H 1.2976 -6.2561 1.5182 0.005 -0.001 0.005
H -0.0853 -4.2634 1.1688 0.021 -0.053 0.028
H 2.7315 1.0536 -4.6749 0.002 -0.014 0.008
H 2.6366 3.0080 -6.2009 0.000 0.005 -0.002
H 0.5387 4.2954 -6.4257 -0.013 0.004 0.000
H -1.4667 3.6428 -5.1369 -0.009 0.003 -0.001
O 1.4123 -1.1754 0.7173 -0.383 -0.314 -0.067
P 1.6904 -0.2470 1.8492 -0.012 0.334 0.025
C 0.1215 0.2232 2.6608 0.016 -0.051 0.051
P -1.1245 0.7481 1.4503 0.071 0.154 0.035
O -1.0676 -0.0680 0.1927 -0.144 -0.338 -0.231
C -0.8054 2.4750 1.0627 -0.083 -0.016 0.132
C -0.1718 2.7955 -0.1340 0.005 -0.056 -0.027
C 0.0926 4.1197 -0.4427 0.037 0.026 -0.034
C -0.2702 5.1249 0.4427 0.001 0.015 0.006
C -0.8991 4.8097 1.6401 0.018 -0.011 -0.003
C -1.1700 3.4862 1.9497 -0.030 0.000 0.011
C -2.7152 0.6564 2.2660 0.054 0.030 0.056
C -2.8493 0.6808 3.6526 0.013 -0.014 0.026
C -4.1104 0.6639 4.2276 -0.032 -0.009 -0.012
C -5.2388 0.6212 3.4204 0.005 0.000 0.021
C -5.1083 0.5927 2.0390 -0.006 0.005 -0.020
C -3.8503 0.6122 1.4609 -0.006 0.039 -0.047
C 2.4489 1.2734 1.2623 -0.022 -0.077 0.013
C 2.9584 1.2466 -0.0343 0.012 -0.077 0.004
C 3.5262 2.3910 -0.5757 -0.009 -0.020 -0.032
C 3.5777 3.5585 0.1697 -0.005 0.032 0.013
C 3.0645 3.5905 1.4616 0.025 0.014 -0.030
C 2.5025 2.4502 2.0081 -0.009 -0.023 0.087
C 2.6963 -0.9966 3.1197 0.062 0.046 -0.004
C 2.3758 -2.2972 3.5107 -0.025 -0.046 -0.003
C 3.1356 -2.9330 4.4762 0.001 0.001 0.002
C 4.2180 -2.2769 5.0499 -0.001 -0.021 0.013
C 4.5471 -0.9900 4.6537 -0.004 0.017 -0.017
C 3.7895 -0.3474 3.6850 0.005 0.007 0.045
H 0.2811 0.9919 3.4204 0.011 0.032 -0.037
H -0.2460 -0.6739 3.1703 0.011 -0.015 -0.061
H 0.1300 2.0046 -0.8086 -0.017 -0.018 -0.031
H 0.5919 4.3646 -1.3716 -0.003 0.001 -0.004
H -0.0637 6.1590 0.2000 0.000 0.002 -0.004
H -1.1874 5.5938 2.3272 -0.001 0.007 -0.003
H -1.6854 3.2490 2.8740 0.008 -0.019 -0.010
H -1.9789 0.7058 4.2966 0.016 0.005 -0.018
H -4.2115 0.6791 5.3041 -0.005 -0.001 0.006
H -6.2229 0.6052 3.8694 -0.002 0.002 0.007
H -5.9871 0.5530 1.4088 -0.009 -0.004 0.004
H -3.7515 0.5739 0.3829 0.012 0.001 0.007
H 2.9054 0.3310 -0.6130 -0.013 0.011 -0.007
H 3.9274 2.3647 -1.5806 -0.004 0.007 0.001
H 4.0193 4.4510 -0.2547 0.003 0.003 0.002
H 3.1036 4.5040 2.0397 -0.002 0.002 0.004
H 2.1084 2.4860 3.0181 -0.011 -0.009 -0.011
H 1.5566 -2.8261 3.0367 -0.007 0.022 -0.021
H 2.8911 -3.9441 4.7721 0.010 -0.006 0.008
H 4.8138 -2.7782 5.8012 0.002 0.000 0.003
H 5.3998 -0.4871 5.0890 0.006 -0.004 0.008
H 4.0630 0.6490 3.3637 -0.002 0.016 -0.012
Cl -2.2140 -2.8983 0.5603 -0.274 -0.020 0.034
C -3.3185 -2.4129 -0.7386 0.170 -0.064 0.107
C -4.5976 -2.0118 -0.4191 -0.002 -0.016 -0.092
C -5.4138 -1.5567 -1.4478 -0.041 0.011 0.034
C -4.9240 -1.5288 -2.7476 -0.022 0.016 -0.015
C -3.6418 -1.9730 -3.0345 0.047 -0.014 0.030
C -2.7870 -2.4488 -2.0310 -0.151 0.038 0.106
C -1.4033 -2.8946 -2.2394 0.015 0.066 -0.008
H -4.9395 -2.0481 0.6059 -0.017 0.010 0.000
H -6.4258 -1.2382 -1.2367 -0.006 -0.002 0.011
H -5.5603 -1.1824 -3.5520 -0.009 0.001 -0.003
H -3.2879 -1.9851 -4.0588 0.002 0.004 -0.005
H -1.0972 -2.7936 -3.2822 -0.020 -0.038 0.016
H -1.2776 -3.9388 -1.9413 0.006 0.028 0.053
```
Forces are in eV/Å.


Quick rundown of total energy, same order as above: -61693.289 -114095.589 eV